1.
This record from the OMol25 dataset describes C10H16Cl3NO3Ti as an isolated structure in a non-equilibrium geometry. The level of theory is wB97M-V/def2-TZVPD.

The geometry in XYZ format:
```
34
Properties=species:S:1:pos:R:3:forces:R:3
C -0.76032 0.84319 -1.88678 0.95 -0.93 -0.45
C -0.93631 -0.55097 -2.24062 1.05 1.23 0.21
C 0.34000 -1.17754 -2.24126 -0.38 1.40 0.45
C -2.19646 -1.12776 -2.73672 -0.58 -0.97 0.34
C 1.31691 -0.20020 -1.90910 -1.37 1.03 -0.08
C 0.64936 1.06774 -1.70458 -0.30 -1.31 -0.59
C 1.30221 2.39726 -1.62681 0.12 0.22 0.29
C -1.80265 1.89985 -1.92247 -0.16 0.24 -0.07
C 0.62578 -2.57780 -2.59882 -0.12 -0.62 0.27
C 2.78429 -0.39646 -1.97656 0.48 -0.12 0.40
Ti -0.27442 0.05320 0.16790 2.52 -0.55 0.83
Cl -1.63973 -3.09899 -0.32001 -1.43 -1.70 -0.56
Cl -2.36892 -0.25503 0.77448 -1.24 0.15 0.16
Cl 0.58009 -1.96930 1.00513 0.38 0.39 0.39
H -3.03496 -0.46954 -2.49999 -0.03 -0.04 -0.25
H -2.37669 -2.08945 -2.20858 0.02 0.45 -0.29
H -2.13881 -1.33558 -3.81957 -0.06 0.27 0.18
H -0.14636 -3.22989 -2.15692 0.26 0.16 -0.13
H 1.59508 -2.87540 -2.19150 -0.05 -0.09 -0.08
H 0.63943 -2.70606 -3.68545 0.06 -0.03 -0.13
H 3.08753 -1.32414 -1.47019 -0.05 0.26 -0.05
H 3.31286 0.43696 -1.49370 -0.10 -0.30 -0.11
H 3.11096 -0.46611 -3.02744 -0.05 0.04 0.18
H 2.25658 2.33519 -1.09563 -0.10 0.08 0.02
H 0.65606 3.10644 -1.09908 0.16 -0.03 -0.03
H 1.49296 2.78636 -2.63660 0.01 0.05 0.07
H -2.77044 1.50113 -1.60670 0.10 0.16 0.02
H -1.89980 2.29271 -2.94338 -0.10 0.09 0.03
H -1.52228 2.72085 -1.25414 -0.20 -0.11 -0.06
O -0.39557 1.71532 1.03555 0.07 0.43 -0.11
H 0.36788 2.16656 1.43577 -0.22 -0.75 -0.40
O 3.19120 -0.12730 2.56416 -0.22 0.35 -0.79
N 2.07749 0.26370 2.25041 -0.69 0.27 -0.50
O 1.82203 0.37978 0.97160 1.23 0.28 0.83
```
Forces are in eV/Å.

Maximum force in hartree/bohr: 0.0526
HOMO energy in eV: -0.3
Total charge: -2
Energy in eV: -78947.639
Energy relative to the best compared isomer or geometry (same formula, charge and spin) in eV: 1.438
LUMO in eV: 5.07

***

2.
This record from the OMol25 dataset describes one molecule with the formula C6H9N. The level of theory is wB97M-V/def2-TZVPD.

The geometry in XYZ format:
```
16
Properties=species:S:1:pos:R:3:forces:R:3
C -1.75633 -2.96993 -0.14991 0.04 0.10 -0.05
C -1.55653 -1.64181 -0.25878 0.09 -0.01 0.08
C -0.50093 -0.85819 0.34380 -0.28 -0.02 -0.48
C -0.08168 0.32284 -0.44999 -0.02 -0.17 0.07
N 0.25740 1.49445 0.34459 -0.11 -0.08 -0.01
C 1.42406 2.26139 -0.05584 0.14 0.15 -0.17
C 1.44260 1.41805 1.16684 0.17 -0.09 0.20
H -1.04056 -3.66408 0.28256 -0.06 0.29 0.17
H -2.32396 -1.11178 -0.83523 0.07 0.15 0.14
H -2.66495 -3.40178 -0.56527 0.28 0.00 -0.11
H 0.82107 -0.13008 -0.93850 -0.09 0.02 0.02
H -0.73801 0.65895 -1.27102 -0.01 -0.16 0.18
H 1.33298 3.34369 0.01329 -0.01 -0.21 0.02
H 1.99976 1.90973 -0.91344 -0.12 0.00 0.13
H 2.02108 0.49584 1.13553 -0.10 0.11 -0.02
H 1.36399 1.87270 2.15137 0.01 -0.07 -0.17
```
Forces are in eV/Å.

Maximum force in hartree/bohr: 0.0108
HOMO energy (alpha / beta) in eV: -8.4 / -8.2
Total charge: 0
Energy in eV: -7852.428
Energy relative to the best compared isomer or geometry (same formula, charge and spin) in eV: 5.731
LUMO (alpha / beta) in eV: -0.73 / -0.67

***

Which value of total charge does entry 1 give? -2

***

Among the records above, which one has the lowest total charge? C10H16Cl3NO3Ti

***

Which formula does entry 1 have? C10H16Cl3NO3Ti

***

Among the records above, which one has the highest energy relative to the best compared isomer or geometry (same formula, charge and spin)? C6H9N